60
Properties=species:S:1:pos:R:3:forces:R:3:mulliken_spin:R:1 method="wB97M-V/def2-TZVPD" e_homo_ev="-11.700 / -11.703" s2=3.78 energy_ev=-94764.622 multiplicity=4 largest_force_ev_per_a=2.50 charge=+1
Tc 9.21437 9.92926 11.85952 -0.5 -0.1 -0.3 2.6945
C 9.14395 7.07767 16.37031 0.7 -1.3 0.5 0.0021
S 7.63664 7.32195 15.47660 -0.4 -0.2 0.7 -0.0112
C 8.10669 8.30416 14.16042 -2.2 -1.1 -0.5 -0.0058
S 9.68511 8.77296 13.87866 1.7 1.2 -0.2 0.0438
N 7.06620 8.44390 13.36839 0.1 0.5 -0.3 0.0169
N 7.36850 9.14001 12.23791 -0.2 0.2 0.0 -0.0859
C 6.45049 9.46424 11.39532 0.0 -0.1 -0.1 0.0819
C 6.80635 10.12508 10.16141 0.2 -0.1 0.1 0.0319
C 5.88878 10.45462 9.16772 0.4 -0.2 -0.6 0.0287
C 6.42435 10.94393 7.95464 -1.5 -0.4 -0.3 -0.0019
C 7.77952 11.12696 7.81602 1.2 0.5 0.9 0.0179
C 8.62695 10.92966 8.93827 -0.8 -0.5 1.2 0.0042
N 8.14572 10.36207 10.06642 -0.7 0.6 -1.6 0.0100
H 8.90494 6.70304 17.37764 -0.1 0.6 -0.2 0.0004
H 9.78205 7.94863 16.38881 0.0 0.3 0.3 -0.0006
H 9.71440 6.24386 15.94929 0.0 0.2 -0.3 -0.0012
H 5.43535 9.22031 11.54089 -1.1 -0.4 0.5 -0.0024
H 4.79799 10.26181 9.23671 1.0 0.2 0.3 0.0003
H 5.69477 11.12740 7.11295 1.2 -0.1 1.0 0.0002
H 8.22171 11.51742 6.91108 -0.1 0.0 0.0 0.0010
H 9.64188 11.24783 9.16076 0.2 0.1 -1.3 -0.0002
O 12.96835 10.43175 12.65382 0.0 -0.7 0.1 0.0100
S 12.08700 11.37248 12.05095 0.2 2.2 -0.6 0.0169
O 12.53009 12.27525 11.04260 0.7 -0.1 0.0 0.0028
O 10.89912 10.65994 11.36543 0.3 -0.6 0.2 0.1181
C 11.43009 12.39236 13.36297 -0.1 -0.2 0.1 0.0079
C 12.15627 12.35167 14.55595 -1.2 0.5 -0.8 0.0008
C 11.70058 13.13685 15.60257 0.8 -0.3 0.5 0.0040
C 10.68517 14.05201 15.48311 -0.6 1.2 0.0 -0.0020
C 10.00542 14.14786 14.28149 -0.3 -0.6 -1.2 0.0022
C 10.33255 13.27438 13.24939 0.3 -0.4 0.0 -0.0077
S 9.07220 13.15622 11.98988 -1.5 0.9 1.2 0.0040
O 8.04647 14.14051 12.30260 1.2 -1.3 -0.4 -0.0019
O 8.53668 11.74324 12.33671 -0.4 -0.1 0.7 0.0817
O 9.57906 13.09723 10.67007 0.7 0.2 -1.2 0.0109
H 13.03923 11.74869 14.66219 0.0 -0.3 0.0 -0.0011
H 12.23065 12.96981 16.51903 0.1 0.4 0.6 0.0002
H 10.40264 14.78172 16.25140 0.3 -0.7 0.0 -0.0001
H 9.15465 14.77696 13.99754 0.4 0.1 1.0 0.0012
C 9.29926 6.28468 11.43397 0.7 -0.4 0.6 0.0119
P 10.02260 7.82094 10.86783 0.1 0.0 -0.9 -0.0881
C 11.74370 7.64424 11.35678 0.4 -1.8 -0.4 0.0098
C 9.98386 7.65080 9.04275 1.4 0.5 -0.4 0.0021
C 8.88552 7.22062 8.28458 -0.5 0.5 0.7 -0.0082
C 8.97194 7.20255 6.90269 -1.2 -0.8 -1.0 0.0030
C 10.10730 7.52866 6.21883 1.2 0.1 -0.1 -0.0042
C 11.22302 7.91673 6.97625 -1.4 -0.5 -0.6 0.0029
C 11.20306 7.98381 8.34801 -1.8 -0.3 -0.1 -0.0040
H 8.36279 6.10152 10.92871 -0.5 0.0 0.3 0.0017
H 9.25808 6.37227 12.54582 -0.4 -0.5 -0.9 0.0006
H 9.98250 5.46459 11.11572 -0.4 0.5 0.4 -0.0014
H 12.10762 6.74186 10.79462 -0.1 0.9 0.4 -0.0009
H 11.77075 7.34348 12.40364 -0.1 0.2 0.1 0.0005
H 12.40836 8.47543 11.22408 0.1 0.5 -0.2 0.0012
H 7.88878 6.95516 8.69934 1.0 0.2 0.1 -0.0007
H 8.13319 6.84432 6.29436 0.1 0.2 0.5 0.0001
H 10.19588 7.42574 5.11449 -0.2 0.2 1.0 -0.0001
H 12.06940 8.12645 6.40734 1.6 0.5 -0.4 0.0001
H 12.11383 8.30215 8.79972 0.3 0.1 0.8 0.0009

=====

55
Properties=species:S:1:pos:R:3:forces:R:3:nbo_charge:R:1 method="wB97M-V/def2-TZVPD" e_homo_ev=-4.498 energy_ev=-61099.473 multiplicity=1 largest_force_ev_per_a=0.15 charge=-1 relative_energy_kj_mol=0.3
Tl -0.71257 -1.57057 2.24765 0.0 0.0 0.0 0.5811
C 1.49037 2.57992 -0.81982 0.0 0.0 0.0 -0.6815
C 0.75211 2.69189 0.45686 0.0 0.0 0.0 0.3839
N 0.11651 3.73773 0.88536 0.0 0.0 0.0 -0.2947
N -0.39892 3.33702 2.08958 0.0 0.0 0.0 -0.3869
C -0.10477 2.07206 2.42083 0.0 0.0 0.0 0.2566
S -0.55864 1.25159 3.80991 0.0 0.0 0.0 -0.3088
N 0.65003 1.65819 1.36370 0.0 0.0 0.0 -0.2402
N 1.15968 0.36852 1.22580 0.1 -0.1 0.0 -0.6646
H 1.51909 3.55968 -1.29109 0.0 0.0 0.0 0.2257
H 1.00325 1.85844 -1.47684 0.0 0.0 0.0 0.2643
H 2.49564 2.19247 -0.64704 0.0 0.0 0.0 0.2730
H -0.95972 3.95523 2.64505 0.0 0.0 0.0 0.4150
H 2.18567 0.40324 1.26097 -0.1 0.1 0.0 0.4178
H 0.96278 0.05908 0.27139 0.0 0.0 0.0 0.4182
S -2.13918 0.67995 -1.86595 0.0 0.0 0.0 0.3462
C -2.87045 1.51828 -0.56669 0.0 0.0 0.0 -0.4293
C -2.60461 0.92119 0.62994 0.0 0.0 0.0 -0.3015
C -1.78524 -0.25033 0.54731 0.0 0.0 0.0 -0.4185
C -1.46801 -0.49673 -0.76170 0.0 0.0 0.0 -0.3540
C -0.61677 -1.58743 -1.25886 0.0 0.0 0.0 0.3014
C -0.40892 -1.83375 -2.61611 0.0 0.0 0.0 -0.2592
C 0.45342 -2.84296 -2.99578 0.0 0.0 0.0 -0.1572
C 1.08207 -3.60336 -2.02231 0.0 0.0 0.0 -0.2651
C 0.79820 -3.31117 -0.70036 0.0 0.0 0.0 0.0589
N -0.02200 -2.33788 -0.32177 0.0 0.0 0.0 -0.4966
H -3.44785 2.41103 -0.75527 0.0 0.0 0.0 0.2219
H -2.97290 1.32149 1.56768 0.0 0.0 0.0 0.2154
H -0.90073 -1.21964 -3.35914 0.0 0.0 0.0 0.2118
H 0.64659 -3.02694 -4.04597 0.0 0.0 0.0 0.2060
H 1.79604 -4.37740 -2.26948 0.0 0.0 0.0 0.2210
H 1.26608 -3.87559 0.09987 0.0 0.0 0.0 0.1937
C 5.57640 -5.82355 -2.02360 0.0 0.0 0.0 -0.6205
C 5.01683 -4.46393 -1.69406 0.0 0.0 0.0 -0.0328
C 4.65024 -4.13305 -0.39738 0.0 0.0 0.0 -0.2384
C 4.12362 -2.88206 -0.08084 0.0 0.0 0.0 0.0033
C 3.73544 -2.57111 1.34063 0.0 0.0 0.0 -0.6382
C 3.93736 -1.94603 -1.09849 0.0 0.0 0.0 -0.0681
C 4.28885 -2.26317 -2.41352 0.0 0.0 0.0 0.0147
C 4.05483 -1.28039 -3.52915 0.0 0.0 0.0 -0.6364
C 4.83715 -3.50988 -2.68976 0.0 0.0 0.0 -0.2408
C 3.26514 -0.61564 -0.78511 0.0 0.0 0.0 0.7486
O 2.19250 -0.40261 -1.39555 0.0 0.0 0.0 -0.7865
O 3.80839 0.12268 0.07226 0.0 0.0 0.0 -0.7820
H 5.85253 -6.36454 -1.11800 0.0 0.0 0.0 0.2071
H 6.46436 -5.74409 -2.65376 0.0 0.0 0.0 0.2077
H 4.84740 -6.43250 -2.56435 0.0 0.0 0.0 0.2079
H 4.78012 -4.86448 0.39522 0.0 0.0 0.0 0.1928
H 3.83010 -3.45749 1.96997 0.0 0.0 0.0 0.1972
H 2.70230 -2.21875 1.40258 0.0 0.0 0.0 0.2231
H 4.35795 -1.77327 1.74467 0.0 0.0 0.0 0.2423
H 4.43799 -0.29164 -3.27171 0.0 0.0 0.0 0.2215
H 2.98474 -1.15962 -3.70272 0.0 0.0 0.0 0.2409
H 4.53854 -1.61551 -4.44838 0.0 0.0 0.0 0.1919
H 5.12306 -3.74614 -3.71134 0.0 0.0 0.0 0.1907

=====

58
Properties=species:S:1:pos:R:3:forces:R:3:nbo_charge:R:1 method="wB97M-V/def2-TZVPD" e_homo_ev=-14.512 energy_ev=-121675.608 multiplicity=1 largest_force_ev_per_a=3.54 charge=+2 relative_energy_kj_mol=313.0
Pt -0.18739 0.13603 0.05929 0.3 -1.1 1.1 0.6677
N -1.41995 1.36484 -4.42119 0.1 -0.1 0.3 -0.6892
C -1.04371 0.94996 -3.00998 0.3 -0.2 0.4 -0.6378
C -2.34188 0.73975 -2.21254 0.0 0.1 -0.5 -0.6440
P -0.11416 -0.65590 -3.17613 -0.3 0.2 -0.7 2.3759
O 1.06594 -0.22354 -4.20123 -0.3 -0.3 0.0 -1.0243
O -1.00885 -1.63237 -3.80560 0.0 0.0 0.3 -1.0608
O 0.61231 -0.95437 -1.82924 1.1 1.3 -1.0 -1.1110
P -0.09383 2.38971 -2.31524 0.0 0.5 0.2 2.3722
O 1.16987 2.44550 -3.33058 -0.1 0.2 0.1 -1.0268
O -0.93712 3.58403 -2.46432 0.0 -0.2 0.0 -1.0835
O 0.50294 1.98273 -0.95074 -0.3 -0.7 -0.5 -1.1698
H -1.98247 0.63526 -4.86659 -0.1 -0.1 0.0 0.4582
H -0.57085 1.50640 -4.97206 0.1 0.0 -0.1 0.4557
H -1.93658 2.24939 -4.39106 -0.1 0.1 0.0 0.4664
H -2.97023 -0.01348 -2.69111 0.0 0.0 0.0 0.2570
H -2.88633 1.67798 -2.09897 0.0 0.0 -0.1 0.2587
H -2.11857 0.36806 -1.21525 0.0 -0.1 0.2 0.2194
H 1.03951 -0.81530 -4.97208 0.0 0.1 0.1 0.5326
H 1.29756 3.35709 -3.64174 0.0 -0.1 0.0 0.5343
C 5.69762 1.29096 -4.86715 -0.1 0.0 0.1 -0.1136
C 4.88195 0.16908 -5.02925 0.1 0.1 0.0 -0.1855
C 3.94852 -0.14741 -4.06462 0.2 0.1 0.2 -0.2065
C 3.86586 0.66044 -2.92657 -0.9 0.2 -0.6 -0.2615
C 4.65151 1.80443 -2.76105 -0.2 0.0 0.0 -0.1950
C 5.59447 2.08910 -3.73126 0.1 0.0 -0.1 -0.2014
As 2.67107 0.21725 -1.50641 1.2 -1.3 0.9 1.7561
C 3.23004 -1.43760 -0.75515 -0.7 -0.4 -0.6 -0.4330
C 3.11305 -2.71087 -1.29971 0.0 0.3 -0.2 -0.1470
C 3.58870 -3.78556 -0.57283 0.1 -0.1 0.0 -0.1920
C 4.15166 -3.57134 0.67381 0.1 0.2 0.3 -0.1315
C 4.23905 -2.28311 1.21284 0.2 -0.5 0.3 -0.1849
C 3.76017 -1.20657 0.50607 -0.1 0.5 0.2 0.0227
C 3.76117 0.21529 0.95680 -0.2 -0.7 -0.3 -0.0735
C 4.24686 0.69070 2.15076 0.3 0.3 0.5 -0.1793
C 4.19332 2.05911 2.43460 0.0 -0.3 0.1 -0.1232
C 3.64436 2.95881 1.53205 0.1 0.1 0.1 -0.1948
C 3.13676 2.49651 0.33476 -0.1 -0.2 -0.3 -0.1900
C 3.23182 1.13431 0.05558 -0.8 0.9 0.0 -0.3200
H 6.40827 1.55237 -5.64159 0.0 0.0 0.1 0.2492
H 4.97087 -0.44695 -5.91450 0.0 0.0 0.0 0.2470
H 3.31508 -1.00791 -4.17706 0.0 -0.1 0.0 0.2322
H 4.55726 2.43417 -1.88897 0.0 0.0 0.0 0.2419
H 6.23978 2.94847 -3.60494 0.0 0.0 0.0 0.2517
H 2.65341 -2.86523 -2.26721 0.0 0.0 0.0 0.2301
H 3.51369 -4.78713 -0.97401 0.0 0.0 0.0 0.2476
H 4.51848 -4.41469 1.24458 0.0 0.1 0.0 0.2462
H 4.68242 -2.13696 2.19012 0.0 -0.1 0.0 0.2347
H 4.67265 0.00793 2.87519 0.0 0.1 0.0 0.2402
H 4.57941 2.42284 3.37857 0.0 -0.1 0.0 0.2468
H 3.60795 4.01474 1.76410 0.0 0.0 0.0 0.2477
H 2.67181 3.17567 -0.36588 0.0 0.0 0.0 0.2448
C -1.91829 0.76875 2.39193 0.0 -0.2 0.2 -0.7346
C -1.03263 -0.25997 1.73984 -1.2 3.3 -0.1 0.5509
O -0.76804 -1.35013 2.04263 1.0 -1.7 -0.5 -0.3821
H -2.68104 0.25638 2.97314 -0.1 0.0 0.0 0.2724
H -2.36836 1.44373 1.67313 0.0 0.0 -0.1 0.2570
H -1.29190 1.35300 3.06845 0.0 0.0 0.0 0.2792